# C36H42Cl3GeN2OSiZn

C36H42Cl3GeN2OSiZn as an isolated structure (ωB97M-V/def2-TZVPD, the Open Molecules 2025 dataset).

Calculated values
**HOMO energy (spin up / spin down)**: -0.1887 / -0.2929 hartree
**Kohn-Sham gap (spin up / spin down)**: 5.465 / 8.130 eV
**Multiplicity**: 2
**LUMO (spin up / spin down)**: 0.3 / 0.2 eV
**Relative energy (zero: lowest compared OMol25 entry of this formula, charge and spin)**: 0.0 kcal per mole

XYZ file:
```
87
Properties=species:S:1:pos:R:3:forces:R:3
Ge -1.601 -0.671 1.802 -0.62 -0.48 0.36
Zn -1.372 -0.603 -0.585 0.20 0.02 0.00
Cl -5.343 -3.671 -2.357 0.43 0.69 0.42
Cl -5.390 -0.907 -0.339 0.46 -0.46 -0.54
Cl -4.425 -0.722 -3.529 -0.10 -0.04 0.24
Si -4.409 -1.890 -1.858 -0.60 0.05 -0.29
O -2.850 -2.103 -1.460 0.44 -0.15 0.28
N -1.499 1.190 -1.453 0.03 0.41 -0.18
N 0.372 -0.690 -1.689 -0.49 -0.41 0.16
C 2.170 0.882 -1.918 0.93 -0.45 -0.39
C -0.425 -3.656 1.542 0.10 -0.32 -0.03
C 2.572 -0.203 4.048 -0.38 0.09 0.27
C 1.246 0.018 2.062 -0.16 0.11 -0.55
C 0.018 3.028 -1.693 0.73 0.72 -0.19
C 4.616 0.124 -1.992 -0.26 -0.73 -0.21
C 1.457 -0.682 4.748 -0.11 -0.34 -1.09
C 0.128 -0.495 2.721 -0.07 0.04 -0.40
C 2.462 0.150 2.708 -0.54 -0.18 0.39
C -2.019 -3.291 -1.616 -0.28 0.42 -0.64
C -3.567 -2.475 3.101 -0.13 0.49 -0.01
C -1.240 5.965 -0.015 -0.76 0.34 -0.94
C 4.950 1.595 -2.006 0.09 0.55 0.76
C -2.463 2.104 -1.255 -0.47 -0.03 0.57
C -0.453 -6.044 1.477 -0.75 -0.21 -0.29
C 2.614 -1.469 -2.043 0.00 0.74 0.12
C -2.357 -2.427 2.452 -0.29 1.08 -0.01
C 0.218 -4.836 1.225 -0.65 0.84 0.46
C 1.283 -1.668 -1.818 -0.14 -0.88 0.23
C 5.186 -0.487 -3.260 0.19 -0.56 -0.40
C -2.258 3.462 -1.194 -0.58 -0.96 -0.38
C -0.962 3.948 -1.422 0.23 0.14 -0.31
C 3.116 -0.131 -2.008 -1.13 0.80 0.27
C 0.778 0.610 -1.845 0.30 0.63 0.34
C -2.368 -4.892 2.396 0.19 0.40 -0.09
C 5.211 -0.552 -0.731 -0.32 0.38 -0.28
C -4.205 -3.704 3.369 -0.67 0.09 0.62
C -1.569 6.125 -2.485 -0.15 0.27 0.34
C -1.716 -6.079 2.020 0.83 0.08 -0.19
C -0.737 5.464 -1.389 0.31 -1.05 0.65
C -0.210 1.632 -1.703 -0.45 -0.30 0.13
C 0.255 -0.887 4.041 0.47 0.06 1.13
C 0.742 5.792 -1.504 -0.01 -0.26 -0.64
C -1.737 -3.645 2.117 0.91 -0.69 -0.24
C -2.819 0.677 2.617 0.14 0.01 -0.61
C -3.621 -4.890 3.035 -0.58 -0.35 0.13
H 4.810 -1.556 -0.556 0.03 0.20 -0.10
H 1.182 0.305 1.000 -0.04 -0.09 0.47
H 1.364 5.352 -0.732 -0.12 -0.06 0.30
H -1.549 7.202 -2.327 -0.04 0.16 -0.05
H -2.548 1.691 2.321 0.13 -0.02 -0.11
H 2.508 1.911 -1.914 -0.16 -0.08 0.06
H 6.299 -0.626 -0.793 -0.02 0.15 0.03
H -0.577 -1.369 4.569 0.20 0.30 -0.24
H 4.658 -0.120 -4.133 -0.16 0.18 -0.21
H -5.180 -3.688 3.883 0.54 -0.08 -0.29
H 6.233 -0.227 -3.391 0.22 -0.03 0.10
H 0.079 -2.700 1.387 -0.08 -0.30 0.00
H -3.463 1.695 -1.045 0.43 0.17 -0.20
H -2.609 5.797 -2.380 0.18 0.12 -0.28
H 4.629 2.091 -2.915 -0.05 0.00 -0.29
H -3.861 0.529 2.317 0.13 -0.10 0.09
H 4.461 2.114 -1.172 0.19 -0.06 -0.06
H -2.570 -3.978 -2.234 -0.08 -0.57 0.01
H -4.117 -5.844 3.267 0.25 0.45 -0.16
H 5.096 -1.578 -3.289 0.08 0.10 0.12
H 6.028 1.744 -1.894 -0.08 -0.05 -0.06
H 1.219 -4.806 0.822 0.08 -0.12 -0.09
H -3.112 4.104 -1.069 -0.07 0.10 0.16
H -0.055 -6.979 1.146 0.53 -0.39 -0.01
H -4.051 -1.540 3.421 0.15 -0.51 -0.24
H -1.042 7.036 0.076 -0.14 0.00 0.01
H -2.721 0.623 3.688 -0.11 -0.08 0.51
H 3.297 0.548 2.174 0.52 0.13 -0.21
H 1.171 5.489 -2.460 -0.11 -0.10 -0.14
H -1.208 5.939 -3.494 0.03 -0.26 -0.02
H 0.907 -2.700 -1.664 0.24 0.69 -0.21
H -1.779 -3.684 -0.643 -0.04 -0.18 0.28
H 3.528 -0.081 4.532 0.08 -0.02 0.23
H -1.113 -3.018 -2.160 -0.13 0.19 0.13
H -2.325 5.779 0.055 0.40 0.27 0.15
H -0.764 5.468 0.800 0.44 -0.48 0.56
H -2.192 -7.036 2.162 -0.19 -0.11 0.11
H 4.917 0.094 0.096 0.21 -0.23 0.34
H 1.523 -0.979 5.786 0.09 0.06 0.02
H 3.302 -2.275 -2.167 0.09 -0.57 0.05
H 0.835 6.850 -1.472 0.28 1.05 0.18
H 1.008 3.427 -1.912 -0.17 -0.41 0.09
```
Positions in Å, forces in eV/Å.

---

# C36H42F4N8O8S4

A 5-piece molecular cluster, C36H42F4N8O8S4 overall (ωB97M-V/def2-TZVPD, the Open Molecules 2025 dataset).

Calculated values
**HOMO energy**: -0.4155 hartree
**Kohn-Sham gap**: 0.364 eV
**Charge**: +4
**LUMO**: -10.9 eV
**Relative energy (zero: lowest compared OMol25 entry of this formula, charge and spin)**: 208.7 kcal per mole

XYZ file:
```
102
Properties=species:S:1:pos:R:3:forces:R:3
S 0.459 6.677 -17.720 -0.29 -3.18 1.48
S 8.064 13.916 -14.611 -8.91 2.94 -0.21
S 0.278 9.041 -17.535 2.85 10.40 -0.74
S 10.401 13.901 -14.456 4.89 -2.75 -0.13
F -0.783 10.180 -17.274 -1.89 0.89 0.92
F 11.583 13.066 -15.228 -0.90 0.22 0.04
F 6.994 13.539 -15.767 -0.93 -0.40 0.12
F -0.027 5.564 -16.595 -0.03 0.67 -1.06
O 1.870 6.754 -17.428 -1.33 0.61 -0.31
O 7.518 13.204 -13.468 0.86 0.96 -0.40
O 10.723 15.235 -14.805 -0.23 0.33 0.49
O 0.344 9.304 -18.970 1.24 -2.06 0.89
O 7.988 15.368 -14.741 0.26 -1.54 1.72
O 10.656 13.382 -13.094 -1.72 1.20 -2.39
O 0.097 6.094 -19.000 -0.45 1.29 1.76
O 1.295 9.547 -16.608 -0.33 -1.65 -1.81
N 8.904 6.830 -12.581 1.46 -1.86 2.41
N 2.036 6.005 -11.228 0.54 -1.83 -0.20
N -0.534 7.928 -17.008 -0.14 -7.10 -1.01
N 9.145 13.284 -15.382 6.56 -1.30 0.83
N -4.981 8.941 -23.766 -0.27 0.12 0.23
N -9.588 11.337 -16.181 -0.90 0.31 0.56
N -15.322 15.118 -17.944 0.99 0.34 0.19
N -7.856 3.810 -19.855 2.62 3.21 0.32
C 2.816 4.880 -11.024 1.49 0.74 -0.13
C -8.333 2.652 -19.110 0.16 -0.33 -0.29
C 4.746 6.132 -11.723 0.53 0.01 -0.05
C 2.541 7.108 -11.743 1.32 1.09 -0.26
C -11.827 12.931 -16.872 2.72 -0.13 0.87
C -9.430 12.652 -16.368 -0.68 0.55 -0.79
C -11.927 11.565 -16.501 -0.36 0.29 -0.18
C 7.222 5.672 -11.266 0.89 1.19 -0.83
C -15.348 13.794 -17.876 1.16 -0.69 0.05
C 4.215 4.882 -11.225 -2.01 2.67 -0.82
C -5.306 7.951 -21.655 0.47 -0.66 1.12
C 3.896 7.256 -11.963 0.53 -2.09 0.04
C -12.958 15.217 -17.313 -1.42 -2.63 -0.76
C -10.830 10.798 -16.187 0.73 0.40 -0.76
C -4.170 9.850 -24.588 0.63 0.29 -0.43
C -6.100 5.456 -20.245 -0.39 -0.54 1.00
C -6.030 8.306 -24.316 -0.75 -1.65 2.28
C -6.313 7.159 -22.150 -0.53 -0.80 -0.56
C -6.706 7.337 -23.498 1.05 0.67 0.12
C 6.233 6.300 -12.015 0.19 2.16 -1.70
C -8.589 4.409 -20.829 0.98 0.47 0.20
C -8.474 10.546 -15.666 0.63 -0.11 0.22
C -16.602 15.782 -18.314 0.02 -0.07 0.68
C -14.176 13.096 -17.588 0.13 0.73 0.75
C 0.604 6.013 -10.892 0.54 -0.55 1.07
C 10.315 6.986 -12.914 0.69 -0.03 0.19
C -4.592 8.738 -22.474 -0.19 1.94 -1.43
C -12.984 13.772 -17.218 -1.48 0.79 -1.08
C 8.582 5.990 -11.552 -2.07 -0.57 -0.70
C -8.119 5.540 -21.545 0.24 -1.57 0.97
C -10.486 13.461 -16.803 -0.87 -1.00 0.69
C -6.596 4.387 -19.480 -1.85 0.09 -2.60
C -6.857 6.063 -21.248 -1.04 -0.11 -1.48
C -14.159 15.812 -17.746 0.30 0.02 0.86
C 8.023 7.460 -13.294 -2.47 0.62 -0.62
C 6.688 7.261 -13.050 -0.98 -1.52 1.46
H -3.444 10.382 -23.972 0.05 -0.41 0.04
H -14.266 16.883 -17.834 0.13 0.08 -0.13
H -7.534 10.979 -16.007 -0.12 -0.07 0.00
H -12.873 11.049 -16.430 -0.09 0.12 -0.07
H 1.906 7.946 -11.990 -0.39 -0.17 0.20
H -7.779 2.588 -18.174 -0.37 0.08 0.01
H -8.439 13.038 -16.181 0.04 0.13 -0.17
H -10.829 9.730 -16.024 -0.45 0.03 0.23
H -4.735 10.643 -25.076 -0.43 -0.44 -0.06
H 0.597 6.134 -9.809 -0.37 0.14 0.05
H 0.221 5.012 -11.091 -0.45 0.44 -0.42
H 6.057 7.851 -13.699 -0.56 -0.27 0.19
H 10.566 8.034 -13.077 -0.12 -0.03 0.14
H -4.989 7.883 -20.625 0.02 0.05 0.05
H -14.218 12.017 -17.548 -0.13 0.08 -0.17
H -6.340 8.523 -25.327 0.27 0.04 -0.09
H -9.408 2.779 -18.983 0.17 -0.46 0.18
H 4.757 3.961 -11.068 0.21 0.17 -0.06
H 0.143 6.886 -11.353 -0.21 -0.59 -0.18
H -10.241 14.502 -16.954 -0.16 0.02 -0.16
H -16.607 16.781 -17.878 0.11 0.16 -0.77
H -12.006 15.702 -17.155 -0.46 0.67 0.06
H -8.693 5.878 -22.396 -0.24 0.16 0.27
H -8.542 9.513 -16.008 -0.11 0.16 0.07
H -3.672 9.198 -25.306 0.18 0.43 -0.15
H -7.453 6.677 -23.913 -0.05 0.29 -0.32
H -16.720 15.642 -19.389 -0.12 0.68 0.09
H -5.109 5.837 -20.047 0.11 -0.22 0.26
H -9.558 3.969 -21.013 -0.02 -0.08 -0.15
H -6.011 3.910 -18.708 -0.21 -0.14 0.06
H -3.813 9.411 -22.149 0.29 -0.34 0.12
H -17.404 15.266 -17.788 0.08 -0.19 -0.13
H -8.046 1.793 -19.717 -0.48 -0.27 0.17
H -16.298 13.325 -18.086 0.05 -0.18 0.04
H 10.846 6.591 -12.048 0.44 0.09 -0.50
H 2.392 3.945 -10.688 -0.69 0.31 0.10
H 10.496 6.433 -13.836 0.24 -0.10 0.19
H 8.323 8.134 -14.083 0.37 0.04 0.06
H 4.239 8.180 -12.404 0.20 -0.03 0.17
H -8.517 10.606 -14.578 0.11 -0.22 -0.02
H 6.921 5.030 -10.452 0.48 -0.17 0.06
H 9.342 5.415 -11.044 0.41 0.51 -0.07
```
Positions in Å, forces in eV/Å.